Density functional theory data (wB97M-V/def2-TZVPD) for one molecule with the formula C4H9N3O in a non-equilibrium geometry.

```
17
Properties=species:S:1:pos:R:3:forces:R:3
C -1.860957 1.103711 -1.561348 -0.02 0.40 -0.26
C -0.137630 -1.913472 0.789257 0.07 0.34 0.02
C -0.045242 0.473133 -0.103098 -1.87 -1.33 -0.67
C 0.485952 -0.573243 0.575153 1.62 0.23 0.84
N 0.661371 1.574759 -0.475070 -0.21 0.57 -0.03
O -1.369133 0.267738 -0.540743 1.95 0.46 0.64
N 1.783437 -0.262251 1.089410 -0.04 -0.84 0.26
N 2.392232 -1.181849 1.706691 -0.80 0.50 -0.54
H 0.177435 2.432074 -0.692164 -0.16 -0.13 0.15
H 1.472648 1.691843 0.121274 0.08 -0.07 -0.22
H 3.309443 -0.823385 2.014653 -0.38 0.22 -0.24
H -2.043787 2.120872 -1.192839 -0.02 -0.07 -0.05
H -2.811783 0.675051 -1.878400 0.12 0.05 0.02
H -1.170923 1.148550 -2.410154 -0.11 -0.03 0.03
H -0.855359 -2.124449 0.001743 -0.06 -0.08 0.03
H 0.652377 -2.663585 0.799934 -0.06 -0.04 -0.03
H -0.640081 -1.945499 1.755699 -0.09 -0.17 0.05
```
Forces are in eV/Å.

As for the SMILES: [H]/N=N/C(C)=C(\N)OC. For the energy relative to the best compared isomer or geometry (same formula, charge and spin), the calculation gives 2.691 eV.

Results of the Löwdin charge analysis, in e, for atoms 1 through 2: -0.092, -0.053

Density functional theory data (wB97M-V/def2-TZVPD) for one molecule with the formula C4H7NO2.

```
14
Properties=species:S:1:pos:R:3:forces:R:3
C -1.373214 -0.921812 0.132532 -0.02 -0.02 0.02
C -0.379690 -0.188917 -0.754810 -0.21 0.10 -0.05
C 0.008813 1.188598 -0.197863 -0.12 0.04 -0.05
N 1.102687 0.783240 0.651326 0.12 -0.11 0.07
C 1.668558 -0.391164 0.230533 0.20 -0.05 0.20
O 2.675294 -0.920499 0.621648 -0.39 0.18 -0.14
O 0.871860 -0.899409 -0.756616 0.14 -0.06 0.06
H -1.068992 -0.848267 1.183102 -0.03 -0.03 -0.16
H -1.409904 -1.979535 -0.140213 -0.02 0.14 0.00
H -2.375909 -0.493844 0.030455 0.14 -0.04 -0.01
H -0.724526 -0.143561 -1.790103 0.07 0.00 0.13
H -0.803481 1.661511 0.361139 0.08 -0.13 -0.06
H 0.339731 1.871451 -0.993060 -0.07 -0.09 0.13
H 1.452259 1.272676 1.454184 0.11 0.05 -0.15
```
Forces are in eV/Å.

As for the SMILES: C[C@H]1CNC(=O)O1. For the energy relative to the best compared isomer or geometry (same formula, charge and spin), the calculation gives 0.077 eV.

Results of the Löwdin charge analysis, in e, for atoms 1 through 2: -0.035, -0.329

Density functional theory data (wB97M-V/def2-TZVPD) for a 3-piece molecular cluster, C24H52BrFN5O5PS overall in a non-equilibrium geometry.

```
90
Properties=species:S:1:pos:R:3:forces:R:3
C 2.753379 3.534141 3.200007 0.31 -0.06 -0.13
C 3.264590 3.339331 1.754944 -0.59 0.06 0.30
C 2.421508 2.332289 0.938606 0.27 -0.02 0.00
N 3.222917 1.380852 0.173253 0.24 -0.08 0.04
C 1.358574 3.054815 0.065259 1.09 -0.46 -0.29
O 0.103072 2.380379 0.175962 0.07 0.35 0.26
C -1.012424 3.074422 0.712832 -0.99 -0.52 -0.38
C -2.049797 1.966621 1.009478 0.33 0.07 0.10
C -1.888239 1.169005 2.298177 -0.42 -0.51 -0.41
S -0.340279 0.264892 2.599106 -0.14 0.10 0.35
C 0.081777 -0.452400 1.082866 0.82 0.09 0.09
N 1.302741 -0.819020 0.835659 -0.54 0.05 -0.07
N 1.282922 -1.343244 -0.449369 -0.34 -0.16 -0.13
C 0.071537 -1.253411 -0.860383 0.37 0.12 0.19
O -0.758710 -0.692752 0.064751 0.04 0.02 -0.15
C -0.713103 3.828753 1.997853 0.42 0.49 0.22
O -1.959617 4.251736 2.534638 -0.14 -0.25 -0.03
O -1.646136 4.874463 3.778761 0.17 0.34 0.06
C -1.664703 3.981092 -0.365922 0.17 0.27 0.45
C -0.988393 5.308579 -0.688150 -0.08 -0.22 -0.57
F -1.770428 3.206579 -1.520669 -0.03 0.02 -0.12
P 1.613183 3.121450 -1.799728 -0.54 0.63 -0.01
O 1.631550 1.562128 -2.267668 0.26 0.01 0.09
Br 3.742902 3.839194 -1.867336 -0.04 -0.31 -0.01
H 2.205731 4.467146 3.313806 -0.11 0.02 0.09
H 2.118025 2.711992 3.527681 -0.09 -0.06 -0.05
H 3.597707 3.550833 3.886640 -0.01 0.19 0.11
H 4.296908 3.002776 1.788402 0.08 -0.07 -0.11
H 3.243371 4.311755 1.263544 0.30 0.02 -0.14
H 1.843387 1.738213 1.644912 -0.10 0.01 0.02
H 3.302655 0.494891 0.653680 -0.21 -0.03 0.02
H 4.163001 1.717407 0.016774 -0.03 0.14 -0.10
H 1.340455 4.109129 0.343193 -0.43 0.05 0.15
H -2.056775 1.278033 0.169420 0.03 0.07 -0.13
H -3.038350 2.419587 1.045031 -0.09 0.01 0.11
H -2.693966 0.434927 2.313131 -0.04 -0.01 0.06
H -2.030239 1.770359 3.192768 0.21 0.15 0.04
H -0.340093 -1.531599 -1.812725 -0.06 -0.05 -0.04
H -0.174915 3.210685 2.718407 -0.09 -0.26 -0.05
H -0.102441 4.720227 1.846181 0.08 -0.02 -0.11
H -2.159018 4.358710 4.414263 -0.09 -0.14 -0.10
H -2.686415 4.182787 -0.048234 -0.05 -0.03 0.09
H -0.486856 5.216187 -1.650275 0.12 -0.04 0.02
H -1.741936 6.082655 -0.802320 0.02 0.14 0.12
H -0.252380 5.621725 0.043090 -0.04 0.09 0.13
H 0.729998 1.229245 -2.159617 0.00 -0.09 -0.05
C -3.116627 -2.221292 1.095388 -0.16 -0.21 0.13
C -4.178426 -2.367454 2.174481 0.06 -0.14 -0.09
N -5.364591 -1.572689 1.911792 -0.02 0.12 0.08
C -6.259932 -1.482016 3.052227 -0.05 0.08 0.18
C -6.933408 -2.766219 3.551114 -0.08 0.04 0.03
C -5.998180 -1.796834 0.623376 0.02 -0.01 -0.24
C -6.470245 -3.218186 0.289054 -0.08 0.04 -0.06
H -2.870322 -1.175947 0.948367 -0.06 0.06 -0.08
H -2.211892 -2.752075 1.395211 0.02 0.03 0.01
H -3.438670 -2.638894 0.140016 0.01 0.01 0.00
H -3.751341 -2.021369 3.120776 -0.09 0.00 0.04
H -4.404206 -3.436817 2.311155 0.02 0.00 0.02
H -7.032073 -0.742243 2.823798 0.00 -0.02 -0.09
H -5.686575 -1.054826 3.881636 0.07 -0.04 -0.03
H -7.738276 -3.088916 2.892445 0.04 -0.04 -0.04
H -7.376820 -2.586649 4.532584 0.01 0.01 0.00
H -6.224466 -3.587262 3.660272 0.02 0.00 -0.02
H -5.299688 -1.479325 -0.154790 0.06 -0.02 0.05
H -6.840771 -1.106578 0.536246 -0.02 0.00 0.12
H -5.727666 -3.971201 0.556364 0.02 0.01 0.01
H -6.644904 -3.301467 -0.785416 0.01 0.01 0.00
H -7.406636 -3.469178 0.784501 0.04 -0.05 0.06
C 3.672518 -4.909082 -4.705590 -0.03 0.00 -0.02
C 3.567153 -3.560168 -4.008783 0.02 -0.04 -0.14
N 4.511757 -3.400506 -2.921691 0.03 0.02 0.15
C 4.231650 -2.241275 -2.084932 -0.08 0.09 0.07
C 4.346613 -0.847447 -2.712643 0.07 0.07 0.14
C 5.904910 -3.616424 -3.265654 0.14 -0.14 -0.11
C 6.520649 -2.746266 -4.370959 0.12 -0.01 0.05
H 3.573194 -5.724940 -3.988235 0.04 0.01 0.02
H 2.874696 -5.005367 -5.443649 0.00 0.00 0.00
H 4.619051 -5.026577 -5.234285 0.00 -0.01 0.00
H 2.562211 -3.472422 -3.586133 0.03 0.08 0.06
H 3.655196 -2.764811 -4.767062 -0.04 -0.01 -0.01
H 4.880322 -2.286814 -1.204956 0.07 -0.07 -0.05
H 3.217905 -2.351778 -1.698628 -0.03 -0.05 -0.06
H 5.384509 -0.544960 -2.855819 0.00 -0.03 -0.08
H 3.885317 -0.112312 -2.048817 -0.06 -0.02 -0.02
H 3.831998 -0.782007 -3.672381 0.00 -0.01 -0.01
H 6.023774 -4.664204 -3.554642 -0.07 0.00 -0.03
H 6.497529 -3.512394 -2.353419 -0.07 0.09 0.04
H 5.860104 -2.650925 -5.233894 -0.02 -0.01 0.01
H 7.449260 -3.202603 -4.721278 -0.01 -0.01 0.00
H 6.768727 -1.746842 -4.017827 -0.09 0.04 -0.04
```
Forces are in eV/Å.

As for the SMILES: CC[C@H](N)[C@H](O[C@@](CCSc1nnco1)(COO)[C@@H](C)F)P(O)Br.CCN(CC)CC.CCN(CC)CC. The total energy comes out at -5008.91477 Eh.

Results of the Löwdin charge analysis, in e, for atoms 1 through 2: -0.087, -0.202